1.
Here is a structure of composition C28H28CoI2N2P2S3 from OMol25. Energies are from ωB97M-V with the def2-TZVPD basis set.

Geometry as XYZ:
```
66
Properties=species:S:1:pos:R:3:lowdin_spin:R:1
Co -0.54 0.29 -2.27 2.619
S -1.62 -1.69 -1.48 0.068
P -0.66 -1.23 0.24 0.015
C 0.08 0.36 0.19 0.091
P -0.73 1.93 0.12 0.020
S -1.68 2.26 -1.62 0.064
C 0.55 3.20 0.34 0.003
C 0.99 3.94 -0.75 0.002
C 2.00 4.88 -0.59 0.000
C 2.57 5.08 0.65 0.000
C 2.13 4.34 1.75 0.000
C 1.13 3.41 1.59 0.001
C -1.83 2.03 1.54 0.003
C -3.08 2.63 1.37 0.003
C -3.92 2.79 2.46 0.000
C -3.52 2.35 3.72 0.001
C -2.28 1.74 3.88 0.000
C -1.44 1.58 2.80 0.002
C 0.67 -2.40 0.57 0.002
C 1.73 -2.04 1.41 0.002
C 2.73 -2.96 1.68 0.001
C 2.67 -4.23 1.13 0.001
C 1.62 -4.59 0.30 0.001
C 0.61 -3.67 0.02 0.002
C -1.81 -1.33 1.62 0.001
C -1.37 -1.72 2.88 0.001
C -2.27 -1.80 3.92 0.000
C -3.61 -1.48 3.72 0.000
C -4.05 -1.08 2.46 0.000
C -3.15 -1.02 1.41 0.001
H 0.54 3.80 -1.72 0.000
H 2.33 5.46 -1.45 0.000
H 3.36 5.82 0.78 0.000
H 2.57 4.51 2.72 0.000
H 0.79 2.85 2.45 0.000
H -3.39 2.97 0.39 0.002
H -4.89 3.26 2.33 0.000
H -4.18 2.47 4.57 0.000
H -1.98 1.39 4.86 0.000
H -0.49 1.09 2.92 0.001
H 1.77 -1.05 1.83 0.001
H 3.55 -2.68 2.33 0.000
H 3.46 -4.95 1.34 0.000
H 1.57 -5.59 -0.12 0.000
H -0.21 -3.95 -0.63 0.001
H -0.34 -1.99 3.05 0.000
H -1.94 -2.12 4.90 0.000
H -4.31 -1.55 4.53 0.000
H -5.09 -0.83 2.30 0.000
H -3.49 -0.72 0.42 0.000
C 1.44 -3.30 -4.27 0.001
N 0.59 -2.13 -4.18 0.010
C 0.84 -0.95 -4.73 0.014
S -0.32 0.32 -4.61 0.053
N 1.97 -0.80 -5.41 0.004
C 2.45 0.42 -6.05 0.002
H 0.90 -4.14 -3.84 0.000
H 2.37 -3.18 -3.71 0.000
H 1.66 -3.55 -5.31 0.000
H -0.28 -2.21 -3.66 0.001
H 2.60 -1.59 -5.43 0.000
H 1.66 1.16 -6.02 0.001
H 2.71 0.22 -7.08 0.000
H 3.31 0.81 -5.51 0.000
I 1.87 0.41 -0.99 0.134
I 4.68 -1.23 -2.03 0.872
```

The highest occupied orbital energy (alpha / beta) is -0.392 / -0.404 Eh. The net charge is +1. The spin multiplicity is 5. For the lowest unoccupied orbital energy (alpha / beta), the calculation gives -2.7 / -5.7 eV. The expectation value of S² is 6.0174.



2.
Here is a structure of composition C28H28CoN9OS2Si from OMol25. Energies are from ωB97M-V with the def2-TZVPD basis set.

Geometry as XYZ:
```
70
Properties=species:S:1:pos:R:3:lowdin_spin:R:1
Co 0.64 0.87 -0.76 1.215
N 3.42 -2.23 -2.33 0.000
C 2.42 -2.05 -1.45 0.002
N 2.10 -0.79 -1.42 0.027
C 2.94 -0.21 -2.31 -0.001
N 3.78 -1.05 -2.89 -0.003
C 2.83 1.21 -2.60 -0.011
C 3.74 1.89 -3.41 0.003
N 3.61 3.18 -3.69 -0.015
C 2.55 3.79 -3.15 0.001
C 1.64 3.13 -2.34 -0.012
N 1.77 1.83 -2.06 -0.010
H 3.91 -3.07 -2.57 0.001
H 1.98 -2.84 -0.87 0.000
H 4.58 1.35 -3.83 0.001
H 2.42 4.84 -3.36 0.000
H 0.79 3.64 -1.91 0.000
S -0.43 -0.52 0.68 -0.027
C -1.57 0.51 1.50 -0.003
C -2.40 -0.06 2.47 -0.002
C -3.30 0.68 3.22 -0.001
C -4.07 0.04 4.24 0.000
N -4.68 -0.50 5.05 0.000
C -3.41 2.06 2.97 -0.001
C -2.62 2.64 1.99 0.001
C -1.69 1.90 1.23 0.002
S -0.69 2.73 0.08 0.023
C -4.31 2.88 3.72 0.000
N -5.03 3.55 4.32 -0.001
H -2.31 -1.13 2.66 0.000
H -2.70 3.70 1.80 0.002
C 2.12 -0.64 4.96 0.000
N 1.51 -0.17 3.72 0.000
N 2.40 -0.18 2.63 0.000
C 2.19 0.97 1.85 0.001
O 2.63 1.13 0.72 0.003
C 1.33 1.81 2.65 0.000
C 0.95 1.11 3.73 -0.001
C 0.01 1.50 4.81 0.000
C 2.79 -1.42 2.10 0.000
C 2.04 -2.57 2.31 0.000
C 2.52 -3.79 1.84 0.000
C 3.73 -3.86 1.16 0.000
C 4.45 -2.70 0.92 0.000
C 3.99 -1.48 1.39 0.000
H 2.48 -1.65 4.82 0.000
H 1.35 -0.64 5.73 0.000
H 2.95 0.00 5.27 0.000
H 0.97 2.76 2.30 0.000
H -0.50 2.42 4.52 0.000
H 0.52 1.68 5.76 0.000
H -0.75 0.73 4.96 0.000
H 1.09 -2.50 2.81 0.000
H 1.94 -4.69 2.02 0.000
H 4.10 -4.82 0.81 0.000
H 5.38 -2.74 0.37 0.000
H 4.55 -0.57 1.23 0.000
C -0.63 -1.42 -3.06 -0.020
Si -0.91 0.31 -2.31 -0.124
C -2.72 0.32 -1.77 -0.013
C -0.89 1.47 -3.83 -0.026
H -1.40 -1.66 -3.80 -0.003
H -0.65 -2.18 -2.28 0.000
H 0.34 -1.48 -3.57 0.000
H -3.37 0.15 -2.63 -0.002
H -2.99 1.29 -1.33 0.000
H -2.92 -0.45 -1.02 0.000
H -1.68 1.19 -4.54 -0.004
H 0.06 1.43 -4.37 0.000
H -1.07 2.50 -3.53 0.000
```

The highest occupied orbital energy (alpha / beta) is -0.128 / -0.136 Eh. The relative energy (zero: lowest compared OMol25 entry of this formula, charge and spin) is 14.8 kcal per mole. The net charge is -1. The spin multiplicity is 2. For the lowest unoccupied orbital energy (alpha / beta), the calculation gives 2.2 / 2.2 eV. The expectation value of S² is 0.8881.



- Among the records above, which one has the highest net charge?
  C28H28CoI2N2P2S3